Record 1
# C27H22BrCl2N3Rb

A molecular structure, C27H22BrCl2N3Rb (ωB97M-V/def2-TZVPD, the OMol25 dataset).

The geometry in ORCA input format:
```
! RIJCOSX wB97M-V def2-TZVPD def2/J DEFGRID3
* xyz -1 1
Rb -0.56 -1.76 0.35
C 0.97 2.87 3.81
C 0.57 1.44 4.08
C 0.54 0.91 5.36
C 0.18 -0.42 5.55
C -0.13 -1.15 4.42
Br -0.61 -2.99 4.60
N -0.13 -0.68 3.19
C 0.21 0.61 3.02
H 1.18 3.40 4.74
H 0.18 3.40 3.27
H 1.86 2.90 3.19
H 0.80 1.52 6.21
H 0.15 -0.87 6.53
H 0.18 0.95 1.99
Cl -0.68 -0.59 -5.67
C -0.59 -1.90 -4.47
Cl -0.33 -1.28 -2.84
H 0.24 -2.54 -4.74
H -1.53 -2.44 -4.49
N -2.45 -9.65 -2.27
C -2.21 -8.58 -1.90
C -1.92 -7.27 -1.45
C -1.19 -7.06 -0.27
C -0.92 -5.77 0.15
C -1.32 -4.60 -0.52
C -2.05 -4.88 -1.70
C -2.35 -6.15 -2.17
H -0.85 -7.92 0.30
H -0.35 -5.68 1.08
H -2.41 -4.05 -2.31
H -2.92 -6.30 -3.08
N 0.00 0.80 -0.14
C 0.37 1.92 -0.55
C 1.25 2.11 -1.78
C 2.24 1.16 -2.06
C 3.01 1.25 -3.20
C 2.79 2.28 -4.11
C 1.81 3.22 -3.85
C 1.05 3.14 -2.69
C -0.05 3.20 0.15
C 0.81 4.28 0.32
C 0.43 5.39 1.07
C -0.83 5.44 1.64
C -1.70 4.38 1.47
C -1.31 3.26 0.74
H 2.36 0.35 -1.35
H 3.77 0.51 -3.40
H 3.38 2.35 -5.01
H 1.62 4.03 -4.55
H 0.28 3.88 -2.49
H 1.80 4.25 -0.13
H 1.13 6.21 1.20
H -1.13 6.31 2.21
H -2.69 4.41 1.92
H -1.96 2.41 0.63
*
```

- energy (hartree) = -4724.816709
- Kohn-Sham gap (eV) = 6.104
- energy above the lowest of the compared OMol25 structures with the same formula, charge and spin (kJ/mol) = 0.0
- LUMO (eV) = 2.08

Population analysis type Löwdin, resulting atomic charges in e: 0.71 -0.03 -0.24 -0.03 -0.12 -0.76 0.72 -0.01 -0.08 0.08 0.06 0.09 0.11 0.09 0.07 0.49 -1.00 0.51 0.03 0.02 0.11 -0.22 -0.29 -0.08 -0.20 -0.23 -0.20 -0.08 0.10 0.06 0.05 0.10 -0.11 -0.44 -0.19 -0.07 -0.10 -0.11 -0.10 -0.05 -0.19 -0.06 -0.11 -0.13 -0.11 -0.05 0.10 0.10 0.09 0.09 0.11 0.11 0.09 0.09 0.10 0.11

---

Record 2
# C27H22BrN6Rh

A molecular structure, C27H22BrN6Rh at a distorted geometry (ωB97M-V/def2-TZVPD, the OMol25 dataset).

The geometry in ORCA input format:
```
! RIJCOSX wB97M-V def2-TZVPD def2/J DEFGRID3
* xyz 2 1
Rh 0.12 0.11 0.31
C -3.81 1.18 1.95
C -2.64 0.47 1.70
N -1.58 0.98 1.11
C -1.64 2.30 0.73
C -2.78 3.09 0.93
C -3.89 2.49 1.56
C -2.77 4.43 0.46
C -1.67 4.95 -0.17
C -0.52 4.18 -0.36
C -0.48 2.87 0.10
N 0.56 1.97 -0.01
C 1.90 2.22 -0.22
C 2.58 3.41 -0.02
C 3.95 3.48 -0.29
C 4.64 2.39 -0.76
C 3.98 1.14 -0.94
C 4.61 -0.03 -1.43
C 3.87 -1.17 -1.57
C 2.52 -1.18 -1.19
N 1.91 -0.11 -0.71
C 2.62 1.06 -0.62
H -4.64 0.69 2.44
H -2.56 -0.57 2.02
H -4.79 3.08 1.73
H -3.65 5.04 0.61
H -1.70 5.96 -0.55
H 0.32 4.59 -0.90
H 2.07 4.28 0.36
H 4.47 4.41 -0.13
H 5.70 2.46 -0.98
H 5.66 0.00 -1.69
H 4.31 -2.08 -1.96
H 1.93 -2.08 -1.27
C 0.51 -5.40 1.68
N 0.49 -3.94 1.80
C 0.67 -3.22 2.95
C 0.59 -1.91 2.58
N 0.37 -1.83 1.23
C 0.32 -3.07 0.79
H 0.25 -5.82 2.65
H 1.50 -5.74 1.40
H -0.22 -5.71 0.95
H 0.83 -3.69 3.90
H 0.68 -1.03 3.20
H 0.14 -3.39 -0.22
Br -4.18 -3.98 -0.84
C -2.99 -2.70 -1.54
C -2.86 -2.51 -2.91
C -1.95 -1.56 -3.35
C -1.21 -0.85 -2.41
N -1.34 -1.05 -1.10
C -2.21 -1.96 -0.67
H -3.45 -3.08 -3.61
H -1.81 -1.37 -4.40
H -0.49 -0.10 -2.72
H -2.28 -2.12 0.40
*
```

- energy (hartree) = -4054.735041
- Kohn-Sham gap (alpha / beta) (eV) = 5.611 / 5.615
- energy above the lowest of the compared OMol25 structures with the same formula, charge and spin (kJ/mol) = 0.0
- LUMO (alpha / beta) (eV) = -7.68 / -7.68

Population analysis type Löwdin, resulting atomic charges in e: 1.16 -0.01 -0.09 -0.02 -0.14 -0.13 0.04 0.01 -0.03 0.03 -0.19 -0.04 -0.20 0.02 -0.03 0.01 -0.13 0.04 -0.01 -0.09 -0.02 -0.15 0.12 0.11 0.14 0.13 0.12 0.12 0.12 0.12 0.13 0.14 0.12 0.11 0.02 -0.10 -0.02 -0.11 -0.07 -0.17 0.10 0.10 0.10 0.14 0.11 0.14 0.83 -0.66 -0.06 -0.02 -0.11 -0.01 -0.21 0.12 0.13 0.12 0.09

---

Record 3
# C27H22CrN6

A molecular structure, C27H22CrN6 at a distorted geometry (ωB97M-V/def2-TZVPD, the OMol25 dataset).

The geometry in ORCA input format:
```
! RIJCOSX wB97M-V def2-TZVPD def2/J DEFGRID3
* xyz 2 5
Cr 1.07 0.63 0.49
C 1.22 -2.61 -0.42
C 2.45 -1.83 -0.74
C 3.55 -2.46 -1.32
C 4.77 -1.86 -1.30
C 4.91 -0.74 -0.52
C 3.84 -0.14 0.01
N 2.61 -0.72 -0.05
C 3.86 1.04 0.97
C 5.05 1.69 1.39
C 4.91 2.62 2.39
C 3.66 2.97 2.90
C 2.48 2.41 2.38
N 2.66 1.47 1.38
C 1.10 2.90 2.52
C 0.72 3.85 3.46
C -0.58 4.31 3.40
C -1.41 3.87 2.40
C -1.03 2.96 1.48
C -1.89 2.54 0.30
N 0.18 2.46 1.60
H 1.48 -3.65 -0.28
H 0.44 -2.62 -1.18
H 0.87 -2.21 0.54
H 3.50 -3.37 -1.77
H 5.62 -2.30 -1.84
H 5.89 -0.45 -0.38
H 6.03 1.30 1.03
H 5.83 2.99 2.78
H 3.53 3.69 3.67
H 1.39 4.03 4.34
H -0.94 5.02 4.13
H -2.38 4.30 2.28
H -1.34 2.70 -0.67
H -2.81 3.12 0.17
H -2.23 1.51 0.43
N -7.87 -4.68 -2.00
C -7.02 -3.91 -1.85
C -5.85 -3.08 -1.73
C -5.63 -1.94 -2.60
C -4.37 -1.39 -2.62
C -3.31 -1.93 -1.83
C -3.62 -2.94 -0.98
C -4.85 -3.57 -0.91
N -2.05 -1.25 -1.80
C -1.12 -1.07 -2.75
C -0.17 -0.33 -2.18
N -0.41 -0.21 -0.82
C -1.55 -0.80 -0.60
H -6.45 -1.61 -3.17
H -4.29 -0.64 -3.36
H -2.77 -3.37 -0.39
H -5.08 -4.38 -0.16
H -1.18 -1.30 -3.77
H 0.70 -0.14 -2.74
H -2.16 -0.91 0.31
*
```

- energy (hartree) = -2414.616849
- Kohn-Sham gap (alpha / beta) (eV) = 7.534 / 7.410
- expectation value of S² = 6.0148
- LUMO (alpha / beta) (eV) = -6.58 / -6.71

Population analysis type Löwdin, resulting atomic charges in e: 0.95 -0.01 -0.28 0.03 0.02 0.01 -0.17 0.04 -0.14 0.04 0.00 0.04 -0.14 0.01 -0.17 0.02 0.01 0.00 -0.31 0.00 0.08 0.10 0.08 0.09 0.11 0.15 0.11 0.14 0.13 0.12 0.15 0.13 0.13 0.11 0.09 0.06 0.19 -0.17 -0.19 0.03 0.01 -0.18 -0.04 -0.01 0.01 -0.03 -0.12 -0.06 -0.12 0.11 0.11 0.14 0.16 0.14 0.12 0.17

---

Record 4
# C27H22F5N2

A gas-phase ion, C27H22F5N2 (charge +1) at a distorted geometry (ωB97M-V/def2-TZVPD, the OMol25 dataset).

The geometry in ORCA input format:
```
! RIJCOSX wB97M-V def2-TZVPD def2/J DEFGRID3
* xyz 1 1
C 5.60 -1.22 -1.13
C 4.25 -1.03 -0.46
C 4.07 -1.77 0.83
N 3.37 -0.29 -1.05
C 2.07 -0.86 -1.12
C 2.09 -2.11 -1.80
C 0.97 -2.83 -1.98
C -0.24 -2.26 -1.52
C -1.40 -3.04 -1.75
C -2.57 -2.55 -1.32
N -2.63 -1.34 -0.74
C -1.61 -0.54 -0.52
C -2.01 0.80 0.08
F -1.45 1.85 -0.57
F -1.83 0.86 1.42
C -3.53 1.10 -0.12
C -4.00 1.63 -1.31
C -5.34 1.89 -1.44
C -6.24 1.64 -0.43
C -5.77 1.10 0.75
C -6.68 0.81 1.94
F -6.69 1.91 2.72
F -7.94 0.58 1.58
F -6.20 -0.22 2.64
C -4.42 0.83 0.89
C -0.30 -1.00 -0.87
C 0.93 -0.28 -0.61
C 1.02 1.04 0.15
C 2.31 1.38 0.90
C 3.16 2.29 0.30
C 4.33 2.71 0.88
C 4.65 2.20 2.14
C 3.82 1.29 2.73
C 2.64 0.87 2.13
H 5.50 -2.17 -1.68
H 5.80 -0.40 -1.82
H 6.38 -1.38 -0.39
H 4.44 -2.81 0.71
H 4.65 -1.34 1.65
H 3.03 -1.85 1.17
H 3.01 -2.53 -2.18
H 0.99 -3.79 -2.49
H -1.34 -4.01 -2.24
H -3.47 -3.14 -1.48
H -3.59 -1.09 -0.48
H -3.35 1.86 -2.15
H -5.74 2.33 -2.35
H -7.30 1.87 -0.52
H -4.07 0.39 1.82
H 0.82 1.87 -0.52
H 0.30 0.99 0.97
H 2.90 2.69 -0.68
H 4.96 3.42 0.36
H 5.56 2.56 2.61
H 4.10 0.92 3.71
H 1.99 0.16 2.63
*
```

- energy (hartree) = -1650.683028
- Kohn-Sham gap (eV) = 6.917
- LUMO (eV) = -4.36

Population analysis type Löwdin, resulting atomic charges in e: -0.01 -0.37 -0.02 0.15 -0.18 0.03 0.00 -0.12 0.03 -0.03 0.16 0.01 -0.39 0.11 0.12 -0.14 -0.01 -0.04 0.01 -0.09 -0.58 0.15 0.16 0.15 0.03 0.01 -0.04 -0.06 -0.24 -0.07 -0.07 -0.08 -0.10 -0.06 0.09 0.09 0.09 0.10 0.09 0.08 0.13 0.13 0.14 0.15 0.17 0.13 0.12 0.14 0.14 0.12 0.11 0.12 0.11 0.11 0.11 0.12